# C30H94N6O14

A cluster of 14 separate species, C30H94N6O14 in total (the ωB97M-V functional and the def2-TZVPD basis, the OMol25 dataset).

Results
HOMO-LUMO gap: 0.34165 Ha
Molecular weight: 763.11 g mol⁻¹
ΔE to the lowest compared entry with this formula, charge and spin: 0.0 kJ/mol
LUMO energy: 0.1 eV

CARTESIAN COORDINATES (ANGSTROEM)
C 1.51 -4.43 -2.78
C 2.80 -3.67 -3.08
O 3.32 -3.12 -1.89
H 0.80 -3.81 -2.25
H 1.72 -5.35 -2.22
H 1.10 -4.84 -3.71
H 2.54 -2.91 -3.82
H 3.51 -4.37 -3.52
H 3.86 -2.32 -2.12
C -1.50 1.29 4.49
C -1.84 1.97 5.79
O -1.20 3.23 5.85
H -2.02 0.35 4.30
H -0.43 1.09 4.45
H -1.74 1.95 3.65
H -1.51 1.33 6.63
H -2.93 2.01 5.93
H -0.89 3.39 6.74
C -5.43 -1.89 4.01
C -4.36 -1.14 4.77
O -4.73 0.21 5.03
H -6.36 -1.96 4.58
H -5.14 -2.91 3.75
H -5.68 -1.34 3.09
H -3.44 -1.08 4.19
H -4.14 -1.70 5.69
H -5.43 0.22 5.69
O 1.96 0.08 5.97
H 1.24 0.72 5.84
H 1.73 -0.39 6.78
O 4.55 0.06 0.79
H 4.07 0.45 1.56
H 4.74 -0.85 1.05
O 4.92 -0.82 -2.31
H 4.22 -0.27 -2.73
H 5.06 -0.42 -1.43
O 2.91 0.90 -3.44
H 3.14 1.61 -2.77
H 2.46 1.39 -4.15
O -1.65 -2.03 -1.78
H -0.89 -1.40 -1.73
H -1.65 -2.51 -0.94
C -0.08 1.02 -0.23
C 1.00 -0.08 -0.30
C 0.72 -1.12 0.77
O 0.74 -0.52 2.06
C 0.18 -1.37 3.01
N 1.01 -0.72 -1.63
H 0.17 1.57 0.68
H -1.05 0.55 -0.12
H 0.04 1.65 -1.11
H 1.97 0.41 -0.10
H 1.43 -1.96 0.69
H -0.31 -1.46 0.57
H 0.35 -0.95 4.00
H 0.73 -2.32 3.01
H -0.89 -1.56 2.90
H 1.43 -0.04 -2.28
H 1.67 -1.50 -1.58
C -1.09 -6.70 -0.01
C -0.97 -5.22 0.32
C -2.35 -4.66 0.66
O -2.19 -3.26 0.94
C -3.39 -2.54 0.98
N -0.01 -5.03 1.42
H -1.12 -6.93 -1.08
H -1.99 -7.15 0.42
H -0.21 -7.24 0.35
H -0.64 -4.67 -0.57
H -2.76 -5.16 1.55
H -3.03 -4.78 -0.20
H -4.11 -3.12 1.56
H -3.74 -2.28 -0.03
H -3.25 -1.55 1.43
H -0.19 -5.71 2.15
H -0.21 -4.13 1.88
C -0.39 -1.46 -5.42
C 0.86 -1.64 -6.28
C 0.61 -1.45 -7.74
O -0.31 -2.41 -8.14
C -0.54 -2.35 -9.55
N 1.92 -0.69 -5.90
H -0.18 -1.30 -4.36
H -1.07 -2.32 -5.48
H -0.97 -0.60 -5.79
H 1.24 -2.66 -6.16
H 1.56 -1.57 -8.29
H 0.25 -0.45 -8.01
H 0.42 -2.48 -10.08
H -0.98 -1.39 -9.86
H -1.21 -3.16 -9.84
H 2.05 -0.67 -4.89
H 1.58 0.26 -6.07
C -3.59 1.20 0.78
C -4.81 1.93 0.27
C -6.04 1.03 0.29
O -7.09 1.68 -0.34
C -8.23 0.86 -0.44
N -5.03 3.10 1.14
H -2.72 1.86 0.80
H -3.32 0.32 0.18
H -3.77 0.87 1.81
H -4.67 2.32 -0.74
H -6.26 0.79 1.35
H -5.81 0.05 -0.16
H -8.00 -0.05 -1.00
H -9.00 1.44 -0.95
H -8.61 0.57 0.54
H -5.04 2.80 2.11
H -5.96 3.47 0.94
C 6.30 4.45 -1.31
C 5.23 3.56 -1.90
C 3.90 4.28 -1.90
O 2.75 3.47 -2.22
C 1.56 4.22 -2.12
N 5.74 3.22 -3.25
H 6.74 5.09 -2.08
H 7.11 3.83 -0.92
H 6.00 5.11 -0.50
H 5.15 2.61 -1.36
H 3.88 5.15 -2.58
H 3.70 4.71 -0.90
H 1.19 4.28 -1.09
H 0.78 3.70 -2.68
H 1.73 5.25 -2.45
H 5.10 2.59 -3.74
H 5.57 4.04 -3.86
C 3.23 3.10 1.94
C 3.33 2.50 3.34
C 2.27 3.14 4.25
O 2.41 4.52 4.30
C 1.66 5.08 5.35
N 3.17 1.06 3.27
H 4.05 2.78 1.29
H 3.26 4.19 2.01
H 2.29 2.79 1.47
H 4.31 2.73 3.76
H 2.45 2.69 5.24
H 1.27 2.82 3.91
H 1.80 4.54 6.29
H 0.58 5.04 5.14
H 1.99 6.11 5.43
H 3.24 0.58 4.17
H 2.27 0.73 2.89